1.
The following is a quantum chemistry calculation of a cluster of 2 separate species, C3H2NO3 in total, from OMol25.

Each line ends with the Mulliken charge.
Positions of all 9 atoms, in Å:
1 C -1.791 -0.661 0.024  0.7552
2 C 0.619 0.962 -0.017  0.7344
3 C 1.755 0.505 -0.639  -0.6419
4 N -1.042 -1.605 0.205  -0.6649
5 O -0.595 1.017 0.147  -0.6194
6 O -2.859 -0.216 -0.147  -0.4977
7 O 1.636 1.766 0.323  -0.4583
8 H 2.323 -0.286 -0.136  0.0957
9 H -0.044 -1.482 0.241  0.2968

The calculation puts the energy relative to the best compared isomer or geometry (same formula, charge and spin) at 79.62 kcal per mole. The net charge is -1. The calculation puts the HOMO energy at -3.33 eV. The frontier orbital gap is 0.274 hartree.

---

2.
The following is a quantum chemistry calculation of a structure of composition C16H22BClF4HfN7O4S3, from OMol25.

Each line ends with the Mulliken charge.
Positions of all 59 atoms, in Å:
1 Hf 0.517 -0.307 1.123  1.5617
2 O 3.452 1.653 2.713  -0.5584
3 Cl 2.164 1.142 2.702  1.8722
4 O 1.375 1.488 3.820  -0.5959
5 O 2.157 -0.340 2.594  -0.6502
6 O 1.425 1.516 1.489  -0.4278
7 N -1.308 -1.560 0.272  -0.6337
8 C -1.715 -2.987 0.417  -0.5006
9 C -2.455 -3.270 1.717  -1.0026
10 C -1.684 -2.932 2.997  -0.2593
11 C -1.730 -1.450 3.401  -0.8727
12 N -0.418 -0.767 3.195  -0.5511
13 H -2.114 -0.982 0.504  0.2512
14 H -1.156 -1.391 -0.723  0.2966
15 H -0.826 -3.616 0.355  0.2361
16 H -2.370 -3.266 -0.410  0.4663
17 H -2.683 -4.337 1.717  0.4485
18 H -3.415 -2.745 1.722  0.3702
19 H -0.644 -3.250 2.882  0.1558
20 H -2.107 -3.521 3.809  0.3322
21 H -2.016 -1.364 4.448  0.5854
22 H -2.474 -0.908 2.820  0.3504
23 H 0.247 -1.180 3.846  0.3658
24 H -0.532 0.189 3.545  0.4945
25 S -4.350 3.499 -3.049  -0.3245
26 C -3.210 3.025 -1.971  0.2113
27 S -3.632 1.937 -0.653  -0.1172
28 C -1.987 2.049 -0.054  0.2580
29 N -1.233 2.787 -0.768  -0.5111
30 N -1.874 3.336 -1.840  0.4587
31 C -1.073 4.239 -2.627  0.6200
32 C 0.121 4.692 -2.059  -0.1831
33 C 0.936 5.563 -2.758  -0.6564
34 C 0.580 5.998 -4.026  -0.4616
35 C -0.594 5.536 -4.592  -0.6848
36 C -1.422 4.657 -3.907  -0.4761
37 S -1.513 1.234 1.397  -0.5198
38 H 0.403 4.361 -1.073  0.4598
39 H 1.857 5.905 -2.305  0.3767
40 H 1.214 6.689 -4.566  0.3908
41 H -0.881 5.856 -5.585  0.3715
42 H -2.320 4.308 -4.379  0.2665
43 F 0.639 0.157 -0.817  -0.7293
44 B 2.453 0.462 -1.133  0.3689
45 F 2.783 -0.171 0.063  -0.2260
46 F 2.664 -0.271 -2.220  -0.2300
47 F 2.505 1.774 -1.155  -0.1491
48 N 2.587 -4.234 -2.078  -0.3927
49 C 2.316 -3.849 -0.821  -0.0582
50 C 1.564 -2.693 -0.533  0.2312
51 N 1.341 -2.308 0.724  0.9439
52 C 1.831 -3.077 1.712  -0.3401
53 C 2.514 -4.243 1.412  -0.6781
54 N 2.758 -4.629 0.173  -0.5537
55 H 2.418 -3.636 -2.867  0.2199
56 H 3.168 -5.048 -2.191  0.2752
57 H 1.168 -2.089 -1.337  0.2564
58 H 1.701 -2.741 2.729  0.4618
59 H 2.880 -4.891 2.199  0.3863

The net charge is +1. The calculation puts the HOMO energy at -9.97 eV. The frontier orbital gap is 0.214 hartree.

---

3.
The following is a quantum chemistry calculation of a cluster of 2 separate species, C7H10ClNS2 in total, from OMol25.

Each line ends with the Mulliken charge.
Positions of all 21 atoms, in Å:
1 C 0.066 -0.813 -0.229  0.4263
2 C 0.199 0.491 -0.562  -0.0046
3 C -1.116 -1.411 0.512  -0.6301
4 C -0.926 1.472 -0.382  -0.6551
5 C -2.346 -0.445 0.434  -0.9525
6 C -1.861 0.995 0.766  -0.5901
7 C 2.551 -0.401 -0.910  0.3843
8 N 3.835 -0.547 -1.123  -0.4871
9 S 1.527 -1.771 -0.350  -0.1351
10 S 1.629 0.920 -1.488  -0.1437
11 Cl 2.390 0.732 1.547  -0.5951
12 H -1.401 -2.451 0.126  0.4021
13 H -0.827 -1.541 1.545  0.3422
14 H -0.499 2.509 -0.075  0.3299
15 H -1.516 1.632 -1.247  0.4004
16 H -2.637 -0.385 -0.635  0.2994
17 H -3.165 -0.679 1.004  0.4385
18 H -1.627 0.828 1.873  0.2867
19 H -2.811 1.712 0.730  0.2650
20 H 4.371 0.286 -1.086  0.3113
21 H 4.164 -1.134 -0.448  0.3073

The calculation puts the energy relative to the best compared isomer or geometry (same formula, charge and spin) at 0.00 kcal per mole. The calculation puts the HOMO energy at -8.00 eV. The frontier orbital gap is 0.280 hartree.

---

4.
The following is a quantum chemistry calculation of a structure of composition C4H12O16S3V, from OMol25.

Each line ends with the Mulliken charge.
Positions of all 36 atoms, in Å:
1 O 2.941 1.029 -0.794  -0.5141
2 V 1.559 0.141 -0.751  1.5562
3 O 0.251 1.011 -1.080  -0.6376
4 S 2.017 -3.177 -0.713  1.1043
5 O 1.951 -3.470 0.749  -0.5593
6 O 2.512 -1.851 -1.057  -0.4946
7 O 2.993 -4.017 -1.399  -0.6764
8 O 0.707 -3.405 -1.401  -0.4126
9 S 1.634 -0.044 2.556  0.9621
10 O 1.849 -1.427 2.859  -0.7276
11 O 0.681 0.648 3.435  -0.7088
12 O 2.917 0.661 2.712  -0.8366
13 O 1.124 -0.014 1.195  -0.4456
14 S 2.094 -1.253 -3.871  1.0636
15 O 3.386 -1.865 -3.631  -0.6787
16 O 2.086 -0.659 -5.233  -0.8113
17 O 1.062 -2.234 -3.646  -0.5508
18 O 1.870 -0.110 -2.986  -0.6558
19 C -1.939 -1.585 -1.646  -0.4579
20 O -1.822 -2.631 -2.534  -0.4182
21 H -2.309 -0.680 -2.127  0.3158
22 H -2.546 -1.831 -0.775  0.3053
23 H -0.972 -1.254 -1.267  0.0889
24 H -2.682 -2.776 -2.935  0.2109
25 C -1.889 1.498 1.256  -0.8469
26 C -1.295 2.476 2.239  0.9066
27 C -1.847 3.857 2.174  -1.8726
28 O -1.603 1.951 3.503  -0.5457
29 H -2.851 1.212 1.682  0.3475
30 H -1.170 0.685 1.153  -0.0004
31 H -2.008 1.989 0.290  0.2836
32 H -0.213 2.528 2.123  0.2071
33 H -1.633 4.265 1.186  0.3704
34 H -1.375 4.453 2.955  0.4206
35 H -2.924 4.022 2.188  0.3930
36 H -2.555 1.858 3.589  0.3156

The net charge is -4. The calculation puts the HOMO energy (alpha / beta) at 3.81 / 4.36 eV. The frontier orbital gap (alpha / beta) is 0.164 / 0.144 hartree. As for the multiplicity: 2.

---

| no. | largest force on an atom (eV/A) |
| --- | --- |
| 1 | 1.73 |
| 2 | 2.35 |
| 3 | 4.43 |
| 4 | 5.39 |